{"formula": "C39H46OP2Tc", "method": "ωB97M-V with the def2-TZVPD basis set", "elements": ["Tc", "C", "C", "C", "C", "C", "C", "C", "C", "C", "H", "H", "H", "H", "H", "H", "H", "H", "H", "H", "H", "H", "H", "H", "H", "P", "P", "C", "C", "C", "C", "C", "C", "C", "C", "C", "C", "C", "C", "C", "C", "C", "C", "C", "C", "C", "C", "C", "C", "C", "C", "C", "C", "H", "H", "H", "H", "H", "H", "H", "H", "H", "H", "H", "H", "H", "H", "H", "H", "H", "H", "H", "H", "H", "H", "C", "C", "C", "C", "O", "H", "H", "H", "H", "H", "H", "H", "H", "H"], "coordinates": [[-0.226, 0.519, -2.389], [-2.663, 0.559, -0.977], [-2.559, 0.339, -2.350], [-3.035, 1.376, -3.366], [-1.924, 1.891, -4.281], [-0.706, 2.258, -3.479], [-0.700, 2.590, -2.083], [-1.882, 2.951, -1.199], [-2.340, 1.799, -0.263], [1.595, 0.440, -3.291], [-3.016, -0.251, -0.353], [-2.841, -0.687, -2.654], [-3.486, 2.244, -2.880], [-3.877, 0.973, -3.949], [-1.649, 1.126, -5.024], [-2.290, 2.743, -4.884], [0.126, 2.631, -4.088], [0.172, 3.184, -1.780], [-2.763, 3.293, -1.759], [-1.593, 3.816, -0.573], [-1.590, 1.636, 0.533], [-3.229, 2.157, 0.287], [2.218, -0.299, -2.770], [2.180, 1.370, -3.318], [1.491, 0.103, -4.335], [-0.182, -1.510, -7.391], [1.126, 0.854, -7.299], [-1.268, -0.138, -7.761], [-0.637, 1.088, -7.628], [-0.441, -2.660, -8.838], [-1.427, -2.517, -9.837], [-1.659, -3.553, -10.747], [-0.854, -4.687, -10.750], [0.249, -4.742, -9.906], [0.470, -3.732, -8.965], [-0.999, -2.487, -6.086], [-0.291, -2.685, -4.889], [-0.817, -3.536, -3.916], [-2.106, -4.064, -4.071], [-2.814, -3.850, -5.262], [-2.265, -3.049, -6.268], [1.915, 0.805, -9.004], [1.653, -0.232, -9.918], [2.198, -0.248, -11.202], [3.015, 0.806, -11.618], [3.304, 1.847, -10.725], [2.744, 1.849, -9.443], [1.696, 2.389, -6.493], [2.984, 2.317, -5.920], [3.510, 3.402, -5.222], [2.761, 4.584, -5.105], [1.477, 4.660, -5.661], [0.925, 3.554, -6.320], [-2.292, -0.323, -8.079], [-1.137, 2.061, -7.659], [-2.039, -1.617, -9.894], [-2.496, -3.499, -11.436], [-1.090, -5.530, -11.386], [0.920, -5.599, -9.945], [1.342, -3.804, -8.309], [0.656, -2.164, -4.736], [-0.213, -3.798, -3.040], [-2.553, -4.660, -3.270], [-3.789, -4.306, -5.428], [-2.825, -2.837, -7.183], [0.996, -1.050, -9.642], [1.999, -1.082, -11.882], [3.430, 0.808, -12.627], [3.977, 2.650, -11.034], [2.953, 2.690, -8.785], [3.552, 1.386, -6.006], [4.498, 3.317, -4.762], [3.177, 5.435, -4.555], [0.893, 5.581, -5.558], [-0.101, 3.600, -6.693], [-0.487, -1.396, 1.202], [0.668, -0.594, 0.588], [1.207, 0.375, 1.634], [1.854, -1.495, 0.296], [0.225, 0.097, -0.601], [-0.126, -2.117, 1.955], [-1.025, -1.952, 0.427], [-1.203, -0.737, 1.719], [1.607, -0.152, 2.524], [2.017, 0.962, 1.186], [0.428, 1.058, 1.992], [1.642, -2.215, -0.488], [2.716, -0.894, -0.015], [2.109, -2.031, 1.222]], "atomic_forces_ev_per_a": [[0.2, -0.2, 2.1], [0.5, -0.5, -1.1], [-1.9, -0.4, 0.7], [-0.3, 0.7, -0.5], [-0.4, -0.2, -0.1], [0.2, 1.0, 0.3], [0.2, 0.9, -1.1], [-0.4, -0.1, 0.9], [-0.3, 1.6, 0.1], [0.8, -0.1, -0.2], [0.5, -0.4, 0.1], [0.3, 0.4, 0.2], [0.1, -0.5, 0.0], [0.4, -0.3, 0.1], [0.0, 0.0, 0.1], [0.2, -0.2, 0.2], [-0.1, -0.2, 0.4], [0.1, -0.7, -0.1], [0.6, 0.0, 0.1], [0.0, -0.5, -0.2], [-0.2, -0.3, -0.4], [0.1, -0.3, -0.1], [-0.1, 0.0, 0.0], [-0.3, 0.0, 0.1], [-0.2, 0.0, 0.0], [-0.8, -1.3, -1.3], [0.3, 1.0, -1.5], [0.9, 2.4, 0.2], [-1.4, -2.3, 0.1], [0.8, -0.1, -0.5], [0.0, 0.0, 0.5], [0.0, 0.1, 0.2], [0.0, 0.2, 0.3], [0.1, 0.1, 0.3], [-0.3, -0.1, 0.2], [0.3, 0.5, 0.7], [-0.3, -0.2, -0.2], [-0.2, 0.1, 0.3], [0.2, -0.1, -0.3], [0.1, 0.3, 0.0], [0.0, -0.1, 0.1], [0.1, 0.2, -0.2], [-0.2, -0.2, 0.3], [0.1, 0.3, 0.1], [0.1, 0.1, 0.4], [-0.2, -0.4, -0.1], [0.2, 0.2, 0.2], [0.4, -0.2, 0.5], [-0.3, 0.1, -0.1], [-0.2, 0.1, 0.0], [0.0, -0.3, 0.0], [0.0, -0.1, 0.1], [0.2, -0.1, -0.1], [0.0, 0.4, 0.2], [0.2, -0.4, -0.3], [0.0, -0.3, 0.1], [0.2, 0.2, 0.1], [0.1, 0.1, -0.1], [-0.1, 0.3, 0.0], [-0.4, 0.0, -0.1], [-0.1, -0.4, -0.1], [-0.3, 0.3, -0.2], [0.2, 0.1, -0.4], [0.2, 0.2, 0.2], [0.2, -0.3, 0.2], [0.3, 0.1, -0.1], [-0.1, 0.3, 0.3], [-0.1, 0.0, 0.3], [-0.3, -0.2, 0.2], [0.0, -0.2, -0.1], [-0.1, 0.3, 0.0], [-0.3, 0.1, -0.2], [-0.2, -0.3, -0.3], [0.2, -0.4, -0.1], [0.4, 0.1, 0.0], [-0.5, 0.1, -0.1], [0.6, -0.1, 1.4], [-0.1, 0.8, 0.2], [0.2, -0.2, -0.5], [-0.2, -0.5, -0.8], [0.0, 0.4, -0.4], [0.1, 0.0, 0.1], [0.2, -0.1, -0.3], [-0.3, 0.2, -0.6], [-0.1, 0.0, 0.2], [0.1, 0.0, -0.1], [-0.1, -0.2, -0.1], [-0.1, -0.1, 0.1], [0.0, 0.1, -0.4]], "mulliken_charge": [0.78, -0.13, -0.90, -1.29, 0.55, -0.35, 0.29, -1.52, -0.32, -0.88, 0.55, 0.85, 0.31, 0.51, -0.22, 0.58, -0.12, 0.62, 0.33, 0.48, -0.02, 0.61, 0.59, 0.25, 0.04, 0.51, 0.62, -0.19, -0.72, 0.17, -0.09, -0.73, -0.47, -0.68, -0.56, 0.53, -0.29, -0.82, -0.47, -0.80, -0.34, 0.60, 0.22, -0.81, -0.53, -0.82, -0.53, 0.87, -0.31, -0.69, -0.57, -0.51, -0.81, 0.64, 0.60, 0.39, 0.43, 0.44, 0.43, 0.40, 0.49, 0.48, 0.44, 0.43, 0.42, -0.08, 0.44, 0.39, 0.41, 0.28, 0.46, 0.44, 0.41, 0.46, 0.28, -1.38, 1.10, -1.49, -1.62, -0.43, 0.43, 0.30, 0.31, 0.41, 0.41, 0.34, 0.30, 0.37, 0.49], "gap_ha": [0.23491, 0.22864], "relative_energy_kcal_mol": 2.6, "total_charge": 2, "homo_ev": [-13.17, -13.78], "e_lumo_ev": [-6.78, -7.56], "spin_multiplicity": 4}